Entry from OMol25: a single C5H10 molecule at a distorted geometry (ωB97M-V with the def2-TZVPD basis set).

Structure (XYZ):
```
15
Properties=species:S:1:pos:R:3:forces:R:3:nbo_charge:R:1
C -1.877 -0.565 -0.839 3.72 -0.81 0.45 -0.64
C -0.594 0.331 -0.759 -1.42 1.19 -0.77 -0.17
C 0.411 0.266 0.149 0.08 -0.58 -1.30 -0.07
C 0.589 -0.984 0.968 -0.97 -2.94 1.43 -0.64
C 1.494 1.317 0.244 -0.13 2.68 0.74 -0.65
H -2.794 -0.146 -0.537 -0.82 0.89 0.84 0.22
H -2.011 -0.823 -1.876 0.00 -0.57 -0.39 0.21
H -1.572 -1.430 -0.196 -1.30 0.33 -0.87 0.20
H -0.658 1.114 -1.595 0.56 -0.60 1.72 0.19
H 1.808 -1.448 1.076 -3.89 1.72 -0.25 0.24
H 0.038 -0.800 2.072 1.91 -0.81 -2.66 0.23
H -0.124 -1.872 0.394 2.59 2.22 2.08 0.21
H 2.051 1.357 1.239 -0.70 -0.62 -1.28 0.22
H 2.245 1.302 -0.581 -0.55 -0.15 0.61 0.23
H 0.994 2.383 0.242 0.92 -1.95 -0.35 0.22
```
Positions in Å, forces in eV/Å.

- gap between HOMO and LUMO (eV) = 9.783
- SMILES string = CC=C(C)C
- highest occupied orbital energy (hartree) = -0.3205
- net charge = 0